A gas-phase ion, CH2NO3S (charge -1), computed with the ωB97M-V functional and the def2-TZVPD basis.

Each line ends with the natural charge from an NBO analysis.
Cartesian coordinates (Å):
H: -0.60 0.62 -1.11  0.43
O: -0.50 -1.77 0.99  -0.68
S: 1.52 0.29 0.33  1.39
H: -1.88 -0.28 -0.48  0.36
C: -0.26 -0.77 0.27  0.47
O: 1.49 1.02 1.61  -1.03
N: -0.97 -0.28 -0.75  -0.85
O: 1.20 1.18 -0.86  -1.08

## Properties
relative energy (zero: lowest compared OMol25 entry of this formula, charge and spin) = 0.6340 eV
E_HOMO = -3.17 eV
total charge = -1
SMILES string = NC([O-])=S(=O)=O
E = -19538.268 eV

2 unconnected molecules or ions with the total composition CH2NO3S, computed with the ωB97M-V functional and the def2-TZVPD basis.

Each line ends with the natural charge from an NBO analysis.
Cartesian coordinates (Å):
O: -2.39 -0.59 -0.38  -1.20
N: 0.67 0.15 0.90  -0.89
H: 1.22 -0.76 -0.68  0.10
O: 2.62 -1.09 0.68  -0.60
H: -3.02 -0.24 -1.07  0.41
O: -0.14 2.06 -0.38  -0.91
C: 1.60 -0.63 0.28  0.53
S: -0.56 1.10 0.65  1.56

## Properties
relative energy (zero: lowest compared OMol25 entry of this formula, charge and spin) = 2.9818 eV
E_HOMO (spin up / spin down) = -4.05 / -4.04 eV
total charge = -1
E = -19535.920 eV

2 unconnected molecules or ions with the total composition CH2NO3S2, computed with the ωB97M-V functional and the def2-TZVPD basis.

Each line ends with the natural charge from an NBO analysis.
Cartesian coordinates (Å):
O: 2.60 -1.33 0.10  -0.85
N: -0.57 -0.07 0.24  -0.93
O: -2.64 -1.11 0.21  -0.70
C: -1.92 -0.13 -0.08  0.50
S: 2.25 -0.12 -0.55  1.68
S: -2.34 1.48 -0.61  -0.63
H: -0.30 0.95 0.23  0.41
H: -0.19 -0.73 0.93  0.37
O: 3.10 1.06 -0.48  -0.85

## Properties
relative energy (zero: lowest compared OMol25 entry of this formula, charge and spin) = 0.6347 eV
E_HOMO = -3.40 eV
total charge = -1
E = -30373.859 eV

A molecular structure, CH2NO4, computed with the ωB97M-V functional and the def2-TZVPD basis.

Each line ends with the Löwdin spin population.
Cartesian coordinates (Å):
O: 2.03 0.37 0.78  0.51
O: -1.46 0.15 1.22  0.03
O: 1.39 -0.67 -0.44  1.00
H: 1.26 0.73 1.23  0.02
O: -2.18 -0.67 -0.80  0.03
C: -1.60 -0.26 0.15  0.02
H: 0.30 0.54 -1.42  0.06
N: 0.25 -0.18 -0.71  0.33

## Properties
multiplicity = 3
relative energy (zero: lowest compared OMol25 entry of this formula, charge and spin) = 0.1736 eV
E_HOMO (spin up / spin down) = -1.69 / -2.53 eV
total charge = -1
E = -10744.103 eV

A gas-phase ion, CH2NO4S (charge -1), computed with the ωB97M-V functional and the def2-TZVPD basis.

Each line ends with the natural charge from an NBO analysis.
Cartesian coordinates (Å):
C: 0.61 -0.48 -0.06  -0.51
O: 1.12 1.32 1.14  -0.48
H: 0.93 -1.01 -0.82  0.19
O: 1.08 1.56 -1.04  -0.47
O: -2.03 -0.05 -1.24  -0.98
O: -1.93 -0.43 1.18  -1.00
N: 0.96 0.85 -0.01  0.47
H: 0.74 -0.91 1.03  0.23
S: -1.49 -0.85 -0.19  1.55

## Properties
relative energy (zero: lowest compared OMol25 entry of this formula, charge and spin) = 4.1546 eV
E_HOMO = -4.10 eV
total charge = -1
E = -21582.537 eV

A gas-phase ion, CH2NO4S (charge -1), computed with the ωB97M-V functional and the def2-TZVPD basis.

Each line ends with the natural charge from an NBO analysis.
Cartesian coordinates (Å):
O: -1.66 -1.56 -0.83  -1.01
N: -0.15 0.68 1.36  0.54
O: 0.26 -1.24 -2.30  -1.02
H: 1.41 -0.51 0.15  0.20
C: 0.59 0.22 -0.10  -0.57
H: 0.91 1.26 -0.37  0.19
S: -0.76 -0.58 -1.55  1.53
O: -0.49 1.86 1.39  -0.45
O: -0.11 -0.12 2.25  -0.40

## Properties
relative energy (zero: lowest compared OMol25 entry of this formula, charge and spin) = 4.3918 eV
E_HOMO = -4.00 eV
total charge = -1
E = -21582.300 eV

A gas-phase ion, CH2NO4S (charge -1), computed with the ωB97M-V functional and the def2-TZVPD basis.

Each line ends with the natural charge from an NBO analysis.
Cartesian coordinates (Å):
O: -1.32 -1.58 0.83  -0.43
O: 0.44 2.09 -1.61  -1.01
H: 0.12 -0.96 -1.22  0.21
O: -1.33 1.64 -0.13  -0.99
C: 0.52 -0.62 -0.28  -0.56
N: -0.31 -0.92 0.94  0.51
O: 0.20 -0.66 2.04  -0.46
H: 1.56 -0.54 -0.30  0.21
S: 0.12 1.54 -0.27  1.52

## Properties
relative energy (zero: lowest compared OMol25 entry of this formula, charge and spin) = 4.1678 eV
E_HOMO = -3.95 eV
total charge = -1
E = -21582.524 eV

A single CH2NOP molecule, computed with the ωB97M-V functional and the def2-TZVPD basis.

Each line ends with the natural charge from an NBO analysis.
Cartesian coordinates (Å):
H: -0.28 0.19 1.20  -0.07
H: 0.26 -0.47 -0.66  -0.05
N: -3.98 0.06 0.28  -0.36
O: -1.59 -0.39 -0.50  -0.76
C: -2.92 -0.06 -0.08  0.53
P: -0.40 0.65 -0.22  0.71

## Properties
relative energy (zero: lowest compared OMol25 entry of this formula, charge and spin) = 2.1356 eV
E_HOMO = -10.48 eV
SMILES string = N#COP
E = -13893.236 eV

A single CH2O2 molecule, computed with the ωB97M-V functional and the def2-TZVPD basis.

Each line ends with the natural charge from an NBO analysis.
Cartesian coordinates (Å):
C: 0.41 -0.02 -0.05  0.63
O: 1.41 -0.59 0.00  -0.51
H: 0.46 1.06 0.02  0.10
H: -1.36 0.17 0.06  0.46
O: -0.92 -0.61 -0.02  -0.68

## Properties
relative energy (zero: lowest compared OMol25 entry of this formula, charge and spin) = 0.7299 eV
E_HOMO = -11.16 eV
SMILES string = O=CO
E = -5163.684 eV

A single CH2O2S molecule, computed with the ωB97M-V functional and the def2-TZVPD basis.

Each line ends with the natural charge from an NBO analysis.
Cartesian coordinates (Å):
H: 2.08 -0.14 -0.59  0.49
C: 0.25 0.39 -0.19  0.59
S: -1.05 -0.48 0.42  0.05
O: 0.51 1.52 -0.43  -0.56
O: 1.20 -0.65 -0.28  -0.73
H: -0.42 -1.52 0.80  0.15

## Properties
relative energy (zero: lowest compared OMol25 entry of this formula, charge and spin) = 0.7646 eV
E_HOMO = -10.49 eV
SMILES string = O=C(O)S
E = -15999.171 eV

A single CH2O2S molecule, computed with the ωB97M-V functional and the def2-TZVPD basis.

Each line ends with the natural charge from an NBO analysis.
Cartesian coordinates (Å):
O: 0.11 0.95 -0.13  -0.30
H: -0.16 -1.20 0.53  0.20
C: -0.84 -0.46 0.16  -0.07
S: -2.38 -0.37 -0.11  0.17
H: 1.85 0.43 -0.65  0.45
O: 1.41 0.64 0.20  -0.45

## Properties
relative energy (zero: lowest compared OMol25 entry of this formula, charge and spin) = 4.9123 eV
E_HOMO = -9.58 eV
SMILES string = OOC=S
E = -15995.023 eV

A single CH2O2S3 molecule, computed with the ωB97M-V functional and the def2-TZVPD basis.

Each line ends with the natural charge from an NBO analysis.
Cartesian coordinates (Å):
H: 0.07 -2.53 -0.27  0.50
O: 0.45 2.53 0.69  -0.82
O: -0.83 -2.59 -0.70  -0.83
H: 1.27 2.29 0.41  0.49
S: -0.74 1.69 -0.06  0.70
S: -1.40 -1.06 -0.71  0.60
C: -0.12 0.08 0.02  -0.61
S: 1.30 -0.41 0.63  -0.03

## Properties
relative energy (zero: lowest compared OMol25 entry of this formula, charge and spin) = 1.0061 eV
E_HOMO = -9.07 eV
SMILES string = OSC(=S)SO
E = -37668.201 eV